# 1
# C58H56BrGe2PdS4

A structure of composition C58H56BrGe2PdS4 (the ωB97M-V functional and the def2-TZVPD basis, OMol25).

Computed properties:
Total energy, Ha: -10692.15225
ΔE to the lowest compared entry with this formula, charge and spin, kcal/mol: 13.2
F_max, eV Å⁻¹: 0.7

```
! RIJCOSX wB97M-V def2-TZVPD def2/J DEFGRID3
* xyz 1 5
Pd 0.378 -2.087 -1.393
Br -0.453 -4.304 -2.286
C 1.059 -4.672 -3.406
C 1.032 -5.797 -4.168
C 2.149 -6.074 -4.989
C 3.216 -5.224 -5.008
C 3.234 -4.052 -4.213
C 4.336 -3.156 -4.233
C 4.331 -2.031 -3.465
C 3.222 -1.737 -2.631
C 2.147 -2.577 -2.580
C 2.129 -3.750 -3.376
H 0.185 -6.465 -4.151
H 2.145 -6.965 -5.600
H 4.070 -5.435 -5.637
H 5.178 -3.386 -4.870
H 5.176 -1.355 -3.490
H 3.243 -0.831 -2.030
C -2.042 -6.471 0.461
C -1.575 -5.266 1.227
C -0.289 -5.191 1.741
C 0.118 -4.122 2.542
C 1.448 -4.186 3.242
C -0.792 -3.073 2.789
C -2.086 -3.126 2.270
C -3.121 -2.094 2.622
C -2.453 -4.220 1.493
C -0.361 -1.951 3.671
C -0.438 -2.098 5.048
C 0.068 -1.116 5.885
C 0.651 0.015 5.342
C 0.711 0.203 3.963
C 0.183 -0.785 3.129
Ge 0.328 -0.738 1.200
S 1.570 -2.538 0.635
S 1.135 1.058 0.159
Ge -0.558 0.850 -1.284
S 0.110 -0.310 -3.096
S -1.575 -0.757 -0.050
C -1.443 2.459 -1.866
C -0.694 3.276 -2.710
C -1.285 4.399 -3.269
C -2.603 4.715 -2.973
C -3.327 3.918 -2.100
C -2.761 2.776 -1.537
C -3.569 1.975 -0.574
C -4.436 0.975 -1.012
C -4.567 0.602 -2.465
C -5.200 0.291 -0.068
C -5.119 0.581 1.284
C -5.987 -0.126 2.287
C -4.230 1.570 1.697
C -3.456 2.275 0.790
C -2.494 3.328 1.270
C 0.751 2.969 -2.916
C 1.204 2.311 -4.060
C 0.287 1.966 -5.200
C 2.548 1.949 -4.139
C 3.442 2.236 -3.120
C 4.884 1.824 -3.211
C 2.977 2.942 -2.013
C 1.650 3.326 -1.900
C 1.215 4.182 -0.741
C 1.348 1.450 3.454
C 2.632 1.426 2.917
C 3.420 0.151 2.768
C 3.205 2.623 2.488
C 2.534 3.829 2.587
C 3.172 5.119 2.158
C 1.250 3.826 3.133
C 0.650 2.661 3.577
C -0.717 2.706 4.204
H -1.228 -7.171 0.286
H -2.465 -6.194 -0.503
H -2.823 -6.994 1.014
H 0.403 -6.004 1.565
H 2.102 -4.905 2.755
H 1.306 -4.508 4.276
H 1.954 -3.221 3.276
H -2.681 -1.139 2.912
H -3.721 -2.449 3.462
H -3.796 -1.913 1.785
H -3.468 -4.273 1.116
H -0.874 -2.997 5.461
H 0.022 -1.240 6.958
H 1.076 0.771 5.987
H -0.698 5.032 -3.921
H -3.061 5.591 -3.411
H -4.349 4.169 -1.846
H -3.813 1.081 -3.088
H -5.543 0.893 -2.855
H -4.480 -0.479 -2.591
H -5.881 -0.481 -0.407
H -6.486 -0.986 1.844
H -6.757 0.544 2.672
H -5.402 -0.471 3.140
H -4.154 1.810 2.752
H -2.772 3.672 2.264
H -2.473 4.191 0.606
H -1.471 2.937 1.324
H -0.761 1.960 -4.901
H 0.533 0.986 -5.607
H 0.390 2.692 -6.011
H 2.897 1.421 -5.018
H 5.063 1.199 -4.084
H 5.187 1.266 -2.325
H 5.534 2.696 -3.283
H 3.671 3.212 -1.226
H 2.071 4.428 -0.118
H 0.465 3.706 -0.104
H 0.771 5.113 -1.100
H 3.025 -0.657 3.382
H 4.459 0.314 3.053
H 3.428 -0.191 1.728
H 4.208 2.603 2.077
H 4.113 4.943 1.639
H 3.381 5.753 3.020
H 2.514 5.680 1.496
H 0.713 4.763 3.228
H -1.153 3.697 4.098
H -0.669 2.479 5.269
H -1.394 1.978 3.752
*
```

Atomic partial charges in e from the Mulliken method, atoms 1 to 99: atom 1 (Pd): -0.630, atom 2 (Br): 0.069, atom 3 (C): 0.913, atom 4 (C): -0.834, atom 5 (C): -0.572, atom 6 (C): -0.956, atom 7 (C): 0.999, atom 8 (C): -0.907, atom 9 (C): -1.033, atom 10 (C): 0.936, atom 11 (C): -1.310, atom 12 (C): 0.962, atom 13 (H): 0.443, atom 14 (H): 0.404, atom 15 (H): 0.406, atom 16 (H): 0.403, atom 17 (H): 0.467, atom 18 (H): 0.281, atom 19 (C): -1.487, atom 20 (C): 0.437, atom 21 (C): -0.768, atom 22 (C): 0.965, atom 23 (C): -1.236, atom 24 (C): 0.530, atom 25 (C): 0.352, atom 26 (C): -1.458, atom 27 (C): -0.794, atom 28 (C): -0.352, atom 29 (C): -0.210, atom 30 (C): -1.265, atom 31 (C): -0.122, atom 32 (C): -0.771, atom 33 (C): 0.795, atom 34 (Ge): 0.573, atom 35 (S): -0.564, atom 36 (S): 0.201, atom 37 (Ge): -0.031, atom 38 (S): -0.344, atom 39 (S): -0.430, atom 40 (C): 0.349, atom 41 (C): -0.080, atom 42 (C): -0.183, atom 43 (C): -1.151, atom 44 (C): 0.052, atom 45 (C): -1.038, atom 46 (C): 0.741, atom 47 (C): 1.016, atom 48 (C): -2.053, atom 49 (C): -0.701, atom 50 (C): 0.296, atom 51 (C): -1.476, atom 52 (C): -0.664, atom 53 (C): 1.306, atom 54 (C): -1.402, atom 55 (C): 0.597, atom 56 (C): 0.505, atom 57 (C): -1.664, atom 58 (C): -0.416, atom 59 (C): 0.331, atom 60 (C): -1.641, atom 61 (C): -0.054, atom 62 (C): -0.189, atom 63 (C): -0.781, atom 64 (C): 1.210, atom 65 (C): 0.730, atom 66 (C): -1.573, atom 67 (C): -0.525, atom 68 (C): 0.207, atom 69 (C): -1.568, atom 70 (C): -0.735, atom 71 (C): 0.661, atom 72 (C): -1.825, atom 73 (H): 0.362, atom 74 (H): 0.330, atom 75 (H): 0.394, atom 76 (H): 0.365, atom 77 (H): 0.423, atom 78 (H): 0.374, atom 79 (H): 0.175, atom 80 (H): 0.295, atom 81 (H): 0.482, atom 82 (H): 0.260, atom 83 (H): 0.478, atom 84 (H): 0.586, atom 85 (H): 0.425, atom 86 (H): 0.626, atom 87 (H): 0.552, atom 88 (H): 0.442, atom 89 (H): 0.570, atom 90 (H): 0.245, atom 91 (H): 0.454, atom 92 (H): 0.375, atom 93 (H): 0.418, atom 94 (H): 0.361, atom 95 (H): 0.405, atom 96 (H): 0.317, atom 97 (H): 0.411, atom 98 (H): 0.624, atom 99 (H): 0.416

***

# 2
# C8H11O3

A structure of composition C8H11O3 at a distorted geometry (the ωB97M-V functional and the def2-TZVPD basis, OMol25).

Computed properties:
Total energy, Ha: -536.97807
F_max, eV Å⁻¹: 6.8

```
! RIJCOSX wB97M-V def2-TZVPD def2/J DEFGRID3
* xyz -1 3
C -1.296 -0.125 0.203
C -2.669 -0.438 0.027
C -0.305 -1.071 0.079
C -1.164 1.446 0.358
C -2.539 1.953 -0.139
C 2.031 -0.663 -1.333
C 2.383 -1.045 1.010
C 1.564 -0.244 0.013
O -0.201 -2.243 -0.174
O -3.288 -1.496 0.029
O -3.382 0.797 -0.348
H -1.212 1.712 1.408
H -0.227 1.944 -0.095
H -3.054 2.463 0.604
H -2.365 2.475 -1.084
H 1.385 -0.245 -2.128
H 1.902 -1.726 -1.059
H 3.073 -0.621 -1.414
H 2.162 -2.147 0.940
H 3.413 -0.732 0.899
H 2.176 -0.854 2.076
H 1.611 0.861 0.127
*
```

Population analysis type natural (NBO), resulting atomic charges in e: atom 1 (C): 0.031, atom 2 (C): 0.472, atom 3 (C): 0.320, atom 4 (C): -0.469, atom 5 (C): -0.070, atom 6 (C): -0.666, atom 7 (C): -0.649, atom 8 (C): -0.320, atom 9 (O): -0.566, atom 10 (O): -0.623, atom 11 (O): -0.567, atom 12 (H): 0.216, atom 13 (H): 0.216, atom 14 (H): 0.167, atom 15 (H): 0.160, atom 16 (H): 0.204, atom 17 (H): 0.230, atom 18 (H): 0.172, atom 19 (H): 0.218, atom 20 (H): 0.173, atom 21 (H): 0.194, atom 22 (H): 0.158

***

# 3
# C21H31IrO4

A structure of composition C21H31IrO4 at a distorted geometry (the ωB97M-V functional and the def2-TZVPD basis, OMol25).

Computed properties:
Total energy, Ha: -1223.71517
ΔE to the lowest compared entry with this formula, charge and spin, kcal/mol: 34.2
F_max, eV Å⁻¹: 3.5

```
! RIJCOSX wB97M-V def2-TZVPD def2/J DEFGRID3
* xyz 0 5
O 3.597 0.283 -2.806
C 4.891 -0.100 -2.216
C 5.690 0.462 -3.391
H 4.948 -1.190 -2.087
H 5.070 0.404 -1.255
C 4.296 0.795 -3.980
H 6.238 -0.268 -3.985
H 6.281 1.357 -3.189
C 4.036 -0.022 -5.225
H 4.279 -1.075 -5.043
H 4.667 0.361 -6.037
H 2.992 0.056 -5.545
C 4.096 2.276 -4.227
H 4.345 2.866 -3.336
H 3.069 2.495 -4.539
H 4.761 2.576 -5.045
Ir -3.154 0.102 1.831
C -3.576 1.914 2.823
C -2.977 0.944 3.721
C -1.579 0.843 3.362
H -3.492 0.464 4.548
C -1.322 1.746 2.302
C -2.545 2.359 1.926
H -2.678 3.072 1.110
H -4.617 2.246 2.858
H -0.833 0.226 3.870
H -0.347 1.921 1.844
C -5.060 -0.543 1.014
C -4.568 0.621 0.318
C -3.341 0.264 -0.343
H -5.054 1.593 0.298
C -3.067 -1.108 -0.047
C -4.132 -1.617 0.753
H -4.255 -2.642 1.085
H -5.941 -0.599 1.639
H -2.722 0.909 -0.959
H -2.189 -1.653 -0.368
O -0.201 -0.560 0.288
C 0.286 0.404 -0.666
C 1.798 0.430 -0.555
H -0.175 1.386 -0.458
H -0.036 0.072 -1.662
C 2.141 -0.898 0.151
H 2.085 1.279 0.079
H 2.265 0.503 -1.530
C 0.921 -1.061 1.048
H 3.084 -0.849 0.696
H 2.162 -1.712 -0.592
H 1.026 -0.444 1.957
H 0.703 -2.091 1.345
C -3.478 -3.056 4.586
O -3.364 -1.709 4.038
C -2.655 -1.578 2.893
O -1.826 -2.394 2.528
H -3.424 -2.909 5.664
H -2.661 -3.693 4.216
H -4.457 -3.458 4.298
*
```

Population analysis type natural (NBO), resulting atomic charges in e: atom 1 (O): -0.557, atom 2 (C): -0.062, atom 3 (C): -0.460, atom 4 (H): 0.183, atom 5 (H): 0.183, atom 6 (C): 0.274, atom 7 (H): 0.211, atom 8 (H): 0.210, atom 9 (C): -0.626, atom 10 (H): 0.213, atom 11 (H): 0.212, atom 12 (H): 0.216, atom 13 (C): -0.627, atom 14 (H): 0.215, atom 15 (H): 0.216, atom 16 (H): 0.213, atom 17 (Ir): 0.935, atom 18 (C): -0.355, atom 19 (C): -0.310, atom 20 (C): -0.274, atom 21 (H): 0.268, atom 22 (C): -0.276, atom 23 (C): -0.294, atom 24 (H): 0.234, atom 25 (H): 0.250, atom 26 (H): 0.247, atom 27 (H): 0.233, atom 28 (C): -0.331, atom 29 (C): -0.312, atom 30 (C): -0.325, atom 31 (H): 0.241, atom 32 (C): -0.260, atom 33 (C): -0.294, atom 34 (H): 0.247, atom 35 (H): 0.248, atom 36 (H): 0.245, atom 37 (H): 0.274, atom 38 (O): -0.557, atom 39 (C): -0.071, atom 40 (C): -0.455, atom 41 (H): 0.170, atom 42 (H): 0.172, atom 43 (C): -0.432, atom 44 (H): 0.188, atom 45 (H): 0.271, atom 46 (C): -0.064, atom 47 (H): 0.213, atom 48 (H): 0.202, atom 49 (H): 0.156, atom 50 (H): 0.210, atom 51 (C): -0.289, atom 52 (O): -0.574, atom 53 (C): 0.528, atom 54 (O): -0.656, atom 55 (H): 0.190, atom 56 (H): 0.211, atom 57 (H): 0.181